[1]
Molecular formula: C27H25BCoN15
Method: DFT, the ωB97M-V functional and the def2-TZVPD basis

Geometry as XYZ:
```
69
Properties=species:S:1:pos:R:3
Co -0.4549 0.0006 -0.2121
C -1.9360 -1.8736 -3.6817
C -1.8317 -1.8494 -2.2991
N -1.0759 -0.8198 -1.8942
N -0.7041 -0.1656 -3.0184
C -1.2013 -0.7835 -4.0967
B 0.1292 1.1662 -3.0103
N -0.6370 2.1461 -2.0976
C -1.0719 3.3939 -2.3062
C -1.8878 3.7543 -1.2523
C -1.8975 2.6465 -0.4179
N -1.1274 1.6775 -0.9322
N 1.4378 0.8226 -2.2772
C 2.7001 0.6926 -2.7115
C 3.3865 -0.1153 -1.8294
C 2.4475 -0.4683 -0.8710
N 1.2721 0.1063 -1.1335
N 0.2621 1.6912 -4.3984
C -0.7290 2.2008 -5.1903
C -0.2495 2.2768 -6.4672
C 1.0639 1.7694 -6.3776
N 1.3618 1.4076 -5.1488
H -2.4593 -2.5894 -4.2891
H -2.2512 -2.5668 -1.6217
H -0.9947 -0.4117 -5.0863
H -0.7693 3.9410 -3.1823
H -2.4067 4.6848 -1.1102
H -2.4343 2.5222 0.5027
H 2.9947 1.1504 -3.6393
H 4.4160 -0.4195 -1.8819
H 2.5853 -1.1220 -0.0356
H -1.7002 2.4516 -4.7967
H -0.7606 2.6474 -7.3378
H 1.7963 1.6595 -7.1606
N -0.2722 -3.8668 1.2595
C -0.6999 -2.8166 0.5820
N 0.1260 -1.7924 0.7478
C 1.0903 -2.3243 1.6046
N 0.8541 -3.5754 1.9118
C 2.3200 -1.7265 2.1720
C 3.4076 -2.5504 2.4516
N 4.5258 -2.0625 2.9714
C 4.5641 -0.7604 3.2183
C 3.4792 0.0647 2.9477
N 2.3606 -0.4225 2.4231
H -0.6769 -4.7897 1.3262
H -1.5773 -2.8353 -0.0235
H 3.3699 -3.6129 2.2510
H 5.4775 -0.3595 3.6392
H 3.5153 1.1255 3.1593
N 0.2015 1.0351 1.3186
C -0.8573 1.3510 2.2439
C -0.7409 2.2152 3.2907
C -1.8428 2.4214 4.1529
C -3.0202 1.7584 3.9520
C -3.1645 0.8686 2.8588
C -4.3480 0.1507 2.5742
C -4.3875 -0.6615 1.4753
C -3.2630 -0.7398 0.6377
N -2.1415 -0.0919 0.8672
C -2.0715 0.6837 1.9960
H 0.9538 0.4837 1.7817
H 0.6868 1.8691 0.9920
H 0.1922 2.7330 3.4744
H -1.7424 3.1101 4.9798
H -3.8610 1.9152 4.6146
H -5.2144 0.2672 3.2127
H -5.2738 -1.2207 1.2144
H -3.3255 -1.3233 -0.2682
```

Values from the calculation:
Total charge = +2
Kohn-Sham gap = 7.7 eV
HOMO energy = -13.916 eV
Energy relative to the best compared isomer or geometry (same formula, charge and spin) = 51.8 kJ/mol

***

[2]
Molecular formula: C32H42N10O2S3SiTeTi
Method: DFT, the ωB97M-V functional and the def2-TZVPD basis

Geometry as XYZ:
```
92
Properties=species:S:1:pos:R:3
Ti -0.0932 0.5457 0.4363
C -1.7954 3.9519 1.1777
C -2.4033 2.8936 0.3072
C -3.6560 3.0416 -0.2422
C -4.1742 2.0285 -1.0572
C -3.4388 0.8997 -1.3247
C -2.1613 0.7822 -0.7549
N -1.6742 1.7781 0.0600
N -1.2696 -0.2259 -0.8970
Si -1.6772 -1.8421 -1.5034
C -2.2503 -1.7217 -3.2930
C -0.1009 -2.8669 -1.4279
C -2.9681 -2.5435 -0.3229
H -1.8922 4.9349 0.7160
H -0.7473 3.7412 1.3754
H -2.3185 3.9886 2.1337
H -4.2325 3.9336 -0.0438
H -5.1585 2.1450 -1.4918
H -3.8176 0.1119 -1.9592
H -1.7372 -0.9110 -3.8143
H -3.3259 -1.5638 -3.3891
H -2.0159 -2.6539 -3.8101
H 0.7457 -2.3394 -1.8704
H -0.2530 -3.7840 -2.0012
H 0.1528 -3.1592 -0.4076
H -3.8692 -1.9266 -0.2905
H -2.5734 -2.6081 0.6946
H -3.2695 -3.5478 -0.6269
O -1.0781 -4.2048 4.9810
C -1.8912 -3.0568 5.1127
C -1.4701 -2.0470 4.0769
C -2.2247 -0.9826 3.7403
C -1.7294 0.0172 2.7977
N -0.6807 -0.3924 1.9096
C 0.1154 -1.4483 2.3387
C -0.2159 -2.2222 3.4039
C 1.3111 -1.6533 1.5253
C 2.2241 -2.6790 1.7319
C 3.3498 -2.7711 0.9340
C 4.3648 -3.8558 1.1353
O 5.5373 -3.5179 0.4339
C 3.5197 -1.8214 -0.0789
C 2.5709 -0.8484 -0.2478
N 1.4787 -0.7487 0.5298
H -1.3018 -4.8352 5.6710
H -1.7855 -2.6151 6.1104
H -2.9484 -3.2969 4.9617
H -3.1823 -0.7880 4.2079
H -2.5179 0.5482 2.2755
H 0.4121 -3.0372 3.7275
H 2.0510 -3.4031 2.5158
H 3.9369 -4.7969 0.7657
H 4.5519 -3.9826 2.2069
H 6.1734 -4.2343 0.5080
H 4.3930 -1.8719 -0.7113
H 2.6699 -0.1099 -1.0311
C 1.7170 4.0907 -3.2330
C 2.0939 3.9134 -1.8138
N 2.8940 4.6408 -1.1147
N 2.8779 4.1006 0.1369
C 2.0692 3.0462 0.2449
S 1.6830 2.0937 1.5749
N 1.5643 2.9119 -1.0085
N 0.7140 1.8710 -1.3591
H 2.3041 4.8947 -3.6676
H 0.6595 4.3518 -3.3120
H 1.8852 3.1715 -3.7972
H 3.4302 4.5191 0.8678
H 1.1783 1.2645 -2.0786
H -0.1077 2.2496 -1.8196
C 1.4788 -0.9767 -6.7344
N 2.7145 -0.5085 -6.1389
C 3.9516 -0.4492 -6.7583
C 4.8342 0.0170 -5.8575
N 4.1233 0.2361 -4.6896
C 2.8230 -0.0897 -4.8608
S 1.5624 -0.0304 -3.7421
H 1.6369 -1.1360 -7.7970
H 0.6929 -0.2384 -6.5900
H 1.1633 -1.9092 -6.2684
H 4.0942 -0.7372 -7.7847
H 5.8874 0.2148 -5.9402
H 4.5137 0.5714 -3.8285
Te -0.7602 1.6318 4.1321
C -2.3398 1.8545 5.4908
C -3.5068 2.5481 5.3181
C -4.3184 2.5520 6.4772
C -3.7479 1.8766 7.5137
S -2.2308 1.2153 7.0902
H -3.7759 3.0366 4.3915
H -5.2808 3.0381 6.5413
H -4.1378 1.7362 8.5096
```

Values from the calculation:
Total charge = +2
Kohn-Sham gap (spin up / spin down) = 5.8 / 5.8 eV
HOMO energy (spin up / spin down) = -11.706 / -11.712 eV
Energy relative to the best compared isomer or geometry (same formula, charge and spin) = 206.1 kJ/mol

***

[3]
Molecular formula: C3H9NO2S
Method: DFT, the ωB97M-V functional and the def2-TZVPD basis

Geometry as XYZ:
```
16
Properties=species:S:1:pos:R:3
C 0.3946 1.0419 -0.9523
C 1.8250 1.4949 -0.8875
S 2.5516 2.7683 -1.9873
N -0.1821 0.6051 0.2570
C -1.0552 -0.7389 0.0510
O -2.2200 -0.9099 0.6693
H 0.4295 0.2679 -1.6808
H -0.1690 1.8714 -1.4774
H 1.7357 1.9197 0.1037
H 2.4555 0.5759 -0.9481
H 0.3878 0.4080 1.1204
H -1.1018 -0.7222 -1.0385
H -0.3164 -1.4879 0.2464
H -2.1337 -2.0618 1.6590
H -0.8925 -2.2487 2.5214
O -1.7089 -2.7836 2.3437
```

Values from the calculation:
Total charge = -2
Kohn-Sham gap = 5.8 eV
HOMO energy = 0.155 eV
Energy relative to the best compared isomer or geometry (same formula, charge and spin) = 117.9 kJ/mol